# 1
The following is a DFT calculation (ωB97M-V with the def2-TZVPD basis set) of a molecular structure, C39H34As2BF4GeMnO3S4.

Output
- F_max (hartree/bohr) = 0.003
- energy above the lowest of the compared OMol25 structures with the same formula, charge and spin (eV) = 0.025
- E_HOMO (spin up / spin down) (hartree) = -0.0855 / -0.0867
- orbital gap (spin up / spin down) (eV) = 6.07 / 6.39
- spin multiplicity = 5
- total charge = -2
- <S²> = 6.2972

CARTESIAN COORDINATES (ANGSTROEM)
As1 -2.1192 -2.4427 0.9419
As2 -0.3551 0.5633 4.6436
Ge1 2.3995 2.0773 -1.4617
Mn1 0.6337 -0.5922 1.7231
S1 0.4713 2.1882 5.6849
S2 -2.0085 -0.4284 5.5170
S3 1.1949 -0.8759 3.9618
S4 -0.7866 1.0726 2.5091
F1 3.9507 -2.1948 -0.3723
F2 1.7431 -2.5325 -0.9036
F3 2.3299 -1.6826 1.1785
F4 2.7668 -3.8883 0.6437
O1 -1.0812 -0.8285 -1.1185
O2 -0.5296 -2.2340 1.3560
O3 0.6765 0.1471 -0.1232
C1 -0.3061 3.0145 -0.6841
C2 4.4898 2.6214 -3.5317
C3 -2.6417 -4.2465 4.6421
C4 3.1611 1.9530 0.3201
C5 -3.4907 -3.6338 -1.3251
C6 -2.3663 -4.8731 -3.0497
C7 3.7599 3.1276 -2.4581
C8 -2.1638 -3.4940 3.5764
C9 0.7587 3.1591 -1.5782
C10 0.7231 -0.1008 -2.4787
C11 -5.1175 1.1525 1.0730
C12 -1.0911 -3.9087 -1.2487
C13 -4.6735 0.6938 -0.1617
C14 -2.2697 -3.4163 -0.7012
C15 5.0176 5.1965 -2.6681
C16 5.0202 1.2677 1.7022
C17 -3.3551 -0.9723 0.9451
C18 -4.3421 -5.1949 3.2253
C19 -1.4738 3.7517 -0.8340
C20 -3.7980 -0.5198 2.1823
C21 -3.5381 -4.3680 -2.5034
C22 -1.1470 -4.6408 -2.4255
C23 4.4608 1.4677 0.4479
C24 -2.7905 -3.5882 2.3394
C25 2.4427 2.2550 1.4747
C26 0.6094 4.0696 -2.6268
C27 0.0313 -0.3015 -1.1421
C28 5.7298 4.6735 -3.7410
C29 2.1732 0.3574 -2.3768
C30 -4.6760 0.5523 2.2426
C31 5.4663 3.3817 -4.1689
C32 2.9957 2.0561 2.7344
C33 -1.6056 4.6467 -1.8865
C34 4.0512 4.4278 -2.0368
C35 -3.7226 -5.0967 4.4664
C36 -0.5594 4.8044 -2.7846
C37 4.2860 1.5564 2.8443
C38 -3.8807 -4.4338 2.1622
C39 -3.7814 -0.3661 -0.2314
B1 2.7138 -2.6136 0.1067
H1 5.2215 6.2025 -2.3198
H2 -2.4026 -5.4394 -3.9729
H3 -3.3874 -0.6927 -1.1833
H4 3.5118 4.8457 -1.1922
H5 -2.5180 5.2197 -2.0061
H6 1.4251 2.6242 1.4136
H7 -3.4196 -0.9428 3.1066
H8 4.3051 1.6119 -3.8806
H9 -4.9786 0.9311 3.2102
H10 -4.4012 -3.2157 -0.9104
H11 -5.0009 1.1785 -1.0737
H12 6.0208 0.8599 1.7859
H13 -0.6501 5.5015 -3.6102
H14 2.4014 2.2539 3.6195
H15 -5.1861 -5.8605 3.0883
H16 1.4167 4.2105 -3.3364
H17 -4.4873 -4.5354 -2.9979
H18 -1.3228 -2.8241 3.7162
H19 0.6493 -1.0578 -3.0001
H20 -0.2358 2.3184 0.1426
H21 2.7537 -0.3873 -1.8272
H22 0.1132 0.6137 -3.0417
H23 -4.0917 -5.6826 5.3000
H24 -2.1695 -4.1436 5.6102
H25 -0.1406 -3.6869 -0.7747
H26 -5.7955 1.9969 1.1221
H27 -0.2293 -5.0165 -2.8604
H28 4.7062 1.3677 3.8248
H29 6.0230 2.9606 -4.9983
H30 2.5974 0.4325 -3.3815
H31 5.0380 1.2158 -0.4368
H32 -2.2770 3.6152 -0.1197
H33 6.4899 5.2683 -4.2339
H34 -4.3650 -4.5095 1.1956

***

# 2
The following is a DFT calculation (ωB97M-V with the def2-TZVPD basis set) of 2 unconnected molecules or ions with the total composition C4H12OS at a distorted geometry.

Output
- F_max (hartree/bohr) = 0.070
- energy above the lowest of the compared OMol25 structures with the same formula, charge and spin (eV) = 1.382
- E_HOMO (hartree) = -0.3216
- orbital gap (eV) = 9.65
- SMILES = CCCSC.O
- spin multiplicity = 1

CARTESIAN COORDINATES (ANGSTROEM)
S1 -1.2775 0.1794 -0.7856
O1 0.0261 -3.0270 -0.4420
C1 -0.8312 0.3020 -2.6250
C2 0.3817 0.4308 -0.1272
C3 0.4355 1.2005 1.2012
C4 -0.0383 0.3256 2.4121
H1 0.9199 -3.1276 0.0556
H2 0.7547 1.0438 -0.9621
H3 1.2055 -0.3864 -0.1133
H4 -1.6353 0.8627 -3.1696
H5 -0.9996 -0.1151 2.1835
H6 -0.2818 1.1458 3.1100
H7 0.0235 2.2343 1.0046
H8 1.5443 1.3178 1.3555
H9 0.8482 -0.2500 2.7755
H10 -0.8637 -0.6809 -2.9740
H11 0.1123 0.7445 -2.7283
H12 -0.3243 -2.2002 -0.1709

***

# 3
The following is a DFT calculation (ωB97M-V with the def2-TZVPD basis set) of C2H6N4S in the gas phase at a distorted geometry.

Output
- F_max (hartree/bohr) = 0.144
- energy above the lowest of the compared OMol25 structures with the same formula, charge and spin (eV) = 5.869
- E_HOMO (spin up / spin down) (hartree) = -0.3263 / -0.3263
- orbital gap (spin up / spin down) (eV) = 7.88 / 7.88
- SMILES = [H]/N=[N+]([S-])/N=N/CC
- spin multiplicity = 1

CARTESIAN COORDINATES (ANGSTROEM)
S1 -0.2786 2.1486 2.8312
N1 0.6547 1.6059 1.6244
N2 -0.0914 -0.0116 0.2411
N3 1.9063 1.5529 1.5553
N4 -0.1372 1.1978 0.6510
C1 -0.2338 -1.6210 -1.5820
C2 -0.9842 -0.5061 -0.6831
H1 -1.4151 0.3469 -1.3846
H2 0.1413 -2.5216 -0.9721
H3 2.4228 2.1771 2.0696
H4 -1.7622 -1.2123 -0.2171
H5 0.6497 -0.9998 -1.8817
H6 -0.8724 -2.1569 -2.2521

***

# 4
The following is a DFT calculation (ωB97M-V with the def2-TZVPD basis set) of a molecular structure, C29H28ClN9O4PPtS at a distorted geometry.

Output
- F_max (hartree/bohr) = 0.051
- E_HOMO (spin up / spin down) (hartree) = -0.5561 / -0.5562
- orbital gap (spin up / spin down) (eV) = 4.66 / 4.66
- spin multiplicity = 1
- total charge = +3

CARTESIAN COORDINATES (ANGSTROEM)
Pt1 -0.4394 1.2575 -0.2304
Cl1 -0.2157 3.1774 -1.7757
S1 -0.3127 -1.3360 1.7938
P1 1.5508 0.5573 -1.2982
O1 0.6709 -0.4149 2.3290
O2 -3.3191 2.3332 -0.5326
O3 0.1262 -2.4313 0.9900
O4 -3.9587 3.1859 1.3357
N1 -1.2420 -0.2909 0.7651
N2 0.6768 2.0674 1.4902
N3 -0.0932 2.7582 2.4374
N4 -1.7977 2.5434 1.0340
N5 -3.9869 -3.0263 5.9592
N6 -1.7937 0.1211 -1.3051
N7 -3.1293 2.7003 0.6035
N8 -2.1453 3.4774 3.1993
N9 -2.7413 -1.8113 -0.3479
C1 -2.4516 -0.0365 -2.4577
C2 1.9676 4.2841 -2.9099
C3 -1.9848 -0.7516 -0.3170
C4 0.6100 0.0135 -3.8695
C5 3.3455 -1.5299 -1.3321
C6 4.4922 -0.7884 1.1127
C7 0.7856 -0.4608 -2.5690
C8 3.5790 2.0406 -2.4470
C9 4.4416 -2.2158 -0.8337
C10 3.3047 4.2752 -3.3028
C11 3.4044 -0.0920 0.6279
C12 5.0095 -1.8516 0.3801
C13 2.2340 2.0195 -2.0715
C14 -2.3246 -1.4885 5.1879
C15 -0.0812 -2.6106 -3.2169
C16 -3.0841 -3.3245 3.7663
C17 2.8287 -0.4547 -0.5977
C18 1.4705 3.1585 -2.2983
C19 0.1066 -0.8356 -4.8459
C20 0.4116 -1.7717 -2.2343
C21 -1.4181 2.9442 2.2429
C22 -3.1526 -2.6227 4.9933
C23 -3.3019 -1.1123 -2.5820
C24 4.1023 3.1625 -3.0761
C25 -1.3788 -1.8207 3.0100
C26 -3.4077 -1.9872 -1.4953
C27 -2.2125 -2.9351 2.7911
C28 -0.2391 -2.1413 -4.5203
C29 -1.4556 -1.0923 4.2124
H1 -2.2902 0.6874 -3.2446
H2 4.8582 -3.0341 -1.4055
H3 1.5024 2.6151 1.2564
H4 -2.1470 -3.4825 1.8614
H5 -3.1169 3.6802 3.0048
H6 -0.6324 -2.7978 -5.2861
H7 5.8625 -2.3994 0.7584
H8 3.7210 5.1546 -3.7765
H9 3.0022 0.7305 1.2077
H10 -4.0529 -2.8562 -1.5424
H11 4.2058 1.1758 -2.2692
H12 0.9088 1.0210 -4.1359
H13 0.9129 1.1204 1.8596
H14 4.9387 -0.5097 2.0576
H15 5.1383 3.1645 -3.3863
H16 -0.3340 -3.6344 -2.9718
H17 0.0101 -0.4879 -5.8665
H18 0.5228 -2.1381 -1.2197
H19 2.9316 -1.8089 -2.2890
H20 0.3547 3.0270 3.3007
H21 1.3445 5.1536 -3.0741
H22 -3.7219 -4.1862 3.6157
H23 -1.7297 3.8208 4.0518
H24 -4.5674 -3.8382 5.8419
H25 -4.0233 -2.5607 6.8487
H26 -3.8686 -1.2648 -3.4883
H27 -0.8022 -0.2447 4.3710
H28 -2.3788 -0.9503 6.1257

***

# 5
The following is a DFT calculation (ωB97M-V with the def2-TZVPD basis set) of C4H4N2O in the gas phase.

Output
- F_max (hartree/bohr) = 0.016
- energy above the lowest of the compared OMol25 structures with the same formula, charge and spin (eV) = 1.416
- E_HOMO (hartree) = -0.3321
- orbital gap (eV) = 9.10
- SMILES = [H]/N=c1/cncco1
- spin multiplicity = 1

CARTESIAN COORDINATES (ANGSTROEM)
O1 0.2128 1.1757 0.0268
N1 -0.7796 -1.4224 -0.0301
N2 2.3511 0.2480 -0.0407
C1 -1.6219 -0.3118 0.0232
C2 1.0945 0.1156 -0.0188
C3 0.4772 -1.2149 -0.0448
C4 -1.1359 0.9403 0.0525
H1 -2.6520 -0.6376 0.0418
H2 -1.6726 1.8864 0.0974
H3 1.1398 -2.0734 -0.0777
H4 2.6355 1.2251 -0.0212

***

# 6
The following is a DFT calculation (ωB97M-V with the def2-TZVPD basis set) of a gas-phase ion, C8H11BrN5O (charge +1) at a distorted geometry.

Output
- F_max (hartree/bohr) = 0.063
- energy above the lowest of the compared OMol25 structures with the same formula, charge and spin (eV) = 1.798
- E_HOMO (hartree) = -0.4309
- orbital gap (eV) = 7.85
- SMILES = Cc1c(Br)cccc1N1N=NN([NH3+])[C@H]1O
- spin multiplicity = 1
- total charge = +1

CARTESIAN COORDINATES (ANGSTROEM)
Br1 4.2407 -1.3389 2.7423
O1 -2.3605 -0.8124 0.5808
N1 -1.8350 -0.4211 -1.7901
N2 -0.2053 -0.1895 -0.1101
N3 -2.9138 -0.2569 -2.7232
N4 0.2593 -0.5121 -1.3645
N5 -0.5769 -0.6333 -2.2548
C1 -1.5614 0.0446 -0.0957
C2 1.4289 -2.1733 1.2249
C3 2.8542 -0.1806 1.9582
C4 0.9443 1.5154 1.1357
C5 2.0312 2.0239 1.8774
C6 0.8360 0.1979 0.8359
C7 3.0263 1.1732 2.2713
C8 1.7343 -0.7593 1.2978
H1 -2.8695 -0.9506 -3.4621
H2 3.8471 1.5595 2.8435
H3 0.6077 -2.2870 0.4346
H4 -1.8903 -1.4882 1.1490
H5 0.2944 2.3325 0.7746
H6 -3.7785 -0.2187 -2.0927
H7 -2.0344 0.9884 -0.0293
H8 -2.8896 0.6053 -3.3173
H9 0.7861 -2.4606 2.0448
H10 2.1162 3.0251 2.2104
H11 2.3194 -2.7781 1.1248

***

# 7
The following is a DFT calculation (ωB97M-V with the def2-TZVPD basis set) of C7H12N4 in the gas phase at a distorted geometry.

Output
- F_max (hartree/bohr) = 0.036
- energy above the lowest of the compared OMol25 structures with the same formula, charge and spin (eV) = 3.967
- E_HOMO (spin up / spin down) (hartree) = -0.3003 / -0.3188
- orbital gap (spin up / spin down) (eV) = 7.15 / 8.77
- spin multiplicity = 1

CARTESIAN COORDINATES (ANGSTROEM)
N1 2.2331 -1.1679 -0.2812
N2 2.8432 0.9825 0.3798
N3 2.2992 2.1504 0.3334
N4 1.9788 0.0883 -0.1027
C1 -1.7092 0.0186 -0.2193
C2 -1.6669 -0.9559 0.8477
C3 1.0646 2.0501 -0.1741
C4 0.8001 0.7252 -0.4768
C5 3.5141 -1.5893 0.1683
C6 -2.0423 1.4191 0.2832
C7 -0.3434 0.0412 -1.0786
H1 4.3032 -0.8786 -0.1021
H2 -1.3890 -0.6625 1.8431
H3 -3.0171 1.4168 0.7639
H4 -0.0646 -0.9874 -1.3071
H5 -1.3009 1.7466 1.0075
H6 -1.7290 -2.0074 0.6332
H7 -0.6205 0.5635 -1.9960
H8 -2.0660 2.1303 -0.5388
H9 -2.4447 -0.2953 -0.9701
H10 0.4536 2.9195 -0.3052
H11 3.7080 -2.5706 -0.2596
H12 3.5260 -1.6662 1.2620

***

# 8
The following is a DFT calculation (ωB97M-V with the def2-TZVPD basis set) of C7H8O2 in the gas phase at a distorted geometry.

Output
- F_max (hartree/bohr) = 0.158
- energy above the lowest of the compared OMol25 structures with the same formula, charge and spin (eV) = 5.766
- E_HOMO (hartree) = -0.2713
- orbital gap (eV) = 8.30
- SMILES = C1=C2CO[C@H]3C[C@@]23CO1
- spin multiplicity = 1

CARTESIAN COORDINATES (ANGSTROEM)
O1 -2.1665 0.1569 -0.0870
O2 1.9624 0.3166 -0.6010
C1 -0.1891 0.8206 0.1576
C2 -1.5308 -1.0470 -0.3698
C3 -1.5083 1.1791 0.2039
C4 1.2703 1.3621 0.0075
C5 -0.1213 -0.6980 -0.0443
C6 0.9706 -1.1765 1.0547
C7 1.3092 -0.8856 -0.4164
H1 1.0238 -0.2872 1.9410
H2 -2.1893 2.1897 0.5523
H3 -2.1717 -1.8122 0.1235
H4 -1.8648 -1.4233 -1.4144
H5 1.5851 1.8441 1.0116
H6 1.6138 -1.6313 -1.1968
H7 1.0251 -2.2442 1.3957
H8 1.4072 2.2475 -0.4677